{
  "formula": "C10H10N2S",
  "method": "the ωB97M-V functional and the def2-TZVPD basis",
  "e_above_lowest_kcal_mol": 43.57,
  "energy_ev": -24346.279,
  "smiles": "Cc1nsc2ccccc12.CC#N",
  "homo_energy_ev": -8.0844,
  "multiplicity": 1,
  "elements": ["C", "C", "C", "C", "C", "C", "C", "C", "C", "C", "N", "N", "S", "H", "H", "H", "H", "H", "H", "H", "H", "H", "H"],
  "coordinates": [[1.081, -0.489, 2.216], [0.933, 0.860, 1.949], [1.118, -1.402, 1.177], [0.537, 1.277, 0.687], [0.845, -0.945, -0.089], [0.420, 0.344, -0.334], [-2.245, 2.546, -1.010], [0.840, -1.768, -1.323], [-3.135, 2.644, 0.087], [1.343, -3.168, -1.571], [-1.412, 2.393, -1.788], [0.507, -1.113, -2.345], [0.051, 0.477, -2.086], [1.465, -0.717, 3.269], [1.189, 1.525, 2.755], [1.689, -2.312, 1.368], [0.427, 2.355, 0.547], [-3.187, 1.722, 0.592], [-4.131, 3.031, -0.154], [-2.700, 3.312, 0.807], [1.068, -3.566, -2.520], [0.907, -3.707, -0.683], [2.391, -3.299, -1.553]]
}